# C2H7N3O3S

C2H7N3O3S as an isolated structure (ωB97M-V/def2-TZVPD, the Open Molecules 2025 dataset).

## Properties
- relative energy (zero: lowest compared OMol25 entry of this formula, charge and spin) (kJ/mol) = 401.9
- multiplicity = 1
- LUMO (spin up / spin down) (eV) = 0.1 / 0.1

Geometry as XYZ:
```
16
Properties=species:S:1:pos:R:3:forces:R:3:nbo_charge:R:1
C -2.15241 -0.03324 0.06094 1.0 -0.1 0.7 0.51
C 0.87704 1.52013 -1.38078 1.0 0.1 -0.6 -0.87
N 0.41527 -2.14011 0.99074 -1.5 -0.7 0.9 -0.64
N -1.55528 -1.07528 0.77365 -1.6 -0.1 1.1 -0.46
N -0.42058 -1.44289 0.15656 1.5 0.7 1.1 -0.09
O -1.54262 0.40640 -0.88929 -1.3 -0.3 -0.7 -0.60
O 0.03551 1.33432 1.10788 -0.8 1.0 0.8 -0.96
O 1.98716 0.03101 0.46838 0.6 -0.5 -0.2 -0.98
S 0.66766 0.52235 0.11458 1.0 -1.5 -0.7 1.96
H -3.02537 0.47614 0.42037 -0.7 -0.3 0.7 0.16
H -0.19169 1.68934 -1.63512 1.3 0.8 -0.1 0.28
H 1.56131 2.31804 -0.96059 -1.4 -0.3 -0.5 0.25
H 1.50314 1.13210 -2.26415 -1.2 -0.2 1.6 0.25
H 1.25594 -1.97587 0.49585 1.9 -0.4 0.6 0.41
H 0.40697 -2.03570 2.06640 0.1 0.6 -2.4 0.36
H -1.75732 -1.44368 1.77317 0.3 1.3 -2.4 0.41
```
Forces are in eV/Å.